(1)
Density functional theory data (the ωB97M-V functional and the def2-TZVPD basis) for a molecular structure, C47H60Cl2O4Ti.

Computed properties:
* maximum force: 0.0109 Eh/bohr
* spin multiplicity: 3
* charge: 0
* ΔE to the lowest compared entry with this formula, charge and spin: 0.0 kJ/mol
* electronic energy: -106068.029 eV

```
114
C47H60Cl2O4Ti the ωB97M-V functional and the def2-TZVPD basis
Ti 0.642 0.570 -0.116
C 1.595 0.987 2.966
O 0.626 0.470 2.040
C -0.599 0.017 2.551
C -1.618 0.931 2.763
C -1.476 2.416 2.476
C -2.226 2.767 1.208
C -3.541 3.197 1.243
C -4.291 3.410 0.086
C -3.661 3.171 -1.130
C -2.341 2.740 -1.208
C -1.716 2.367 -2.535
C -1.878 0.878 -2.786
C -3.146 0.377 -3.079
C -3.392 -0.981 -3.207
C -2.311 -1.851 -3.058
C -1.032 -1.404 -2.778
C 0.085 -2.402 -2.577
C 0.031 -3.170 -1.274
C 0.067 -4.555 -1.241
C 0.116 -5.271 -0.044
C 0.170 -4.539 1.138
C 0.136 -3.149 1.147
C 0.308 -2.360 2.428
C -0.784 -1.356 2.712
C -2.036 -1.793 3.106
C -3.097 -0.916 3.336
C -2.857 0.439 3.171
C -4.469 -1.474 3.705
C -4.361 -2.297 4.996
C -5.503 -0.368 3.920
C -4.961 -2.373 2.562
C 0.026 -2.471 -0.065
O -0.096 -1.143 -0.075
C 0.128 -6.799 -0.076
C 0.189 -7.407 1.325
C 1.352 -7.289 -0.863
C -1.150 -7.304 -0.761
C -0.841 -0.029 -2.650
O 0.423 0.436 -2.261
C 1.304 0.930 -3.280
C -4.787 -1.547 -3.457
C -5.841 -0.446 -3.587
C -4.785 -2.372 -4.750
C -5.176 -2.446 -2.275
C -1.615 2.554 -0.033
O -0.332 2.157 -0.086
C -5.747 3.853 0.197
C -6.409 4.008 -1.173
C -6.535 2.801 0.992
C -5.824 5.202 0.925
H 1.117 1.160 3.929
H 1.989 1.920 2.567
H 2.407 0.267 3.070
H -0.430 2.702 2.383
H -1.902 2.977 3.310
H -3.996 3.366 2.214
H -4.200 3.315 -2.058
H -0.667 2.655 -2.548
H -2.221 2.913 -3.334
H -3.955 1.090 -3.172
H -2.465 -2.922 -3.136
H 1.049 -1.892 -2.640
H 0.055 -3.121 -3.399
H 0.064 -5.089 -2.186
H 0.247 -5.049 2.090
H 1.275 -1.853 2.398
H 0.350 -3.066 3.261
H -2.187 -2.863 3.209
H -3.653 1.156 3.322
H -4.013 -1.675 5.823
H -3.666 -3.130 4.883
H -5.337 -2.709 5.263
H -5.213 0.304 4.731
H -6.463 -0.815 4.186
H -5.651 0.224 3.014
H -4.284 -3.210 2.388
H -5.037 -1.805 1.633
H -5.946 -2.780 2.801
H 1.098 -7.112 1.853
H 0.187 -8.496 1.250
H -0.673 -7.113 1.928
H 2.275 -6.945 -0.392
H 1.342 -6.922 -1.890
H 1.369 -8.381 -0.897
H -2.035 -6.973 -0.215
H -1.155 -8.396 -0.797
H -1.228 -6.934 -1.784
H 0.755 1.032 -4.214
H 2.134 0.235 -3.400
H 1.690 1.898 -2.963
H -5.628 0.221 -4.425
H -5.910 0.152 -2.675
H -6.819 -0.899 -3.762
H -4.513 -1.751 -5.605
H -5.778 -2.790 -4.932
H -4.078 -3.201 -4.696
H -5.180 -1.875 -1.344
H -4.481 -3.277 -2.154
H -6.175 -2.860 -2.431
H -6.415 3.065 -1.724
H -5.905 4.761 -1.781
H -7.446 4.323 -1.043
H -6.484 1.829 0.497
H -7.585 3.094 1.073
H -6.141 2.685 2.003
H -5.277 5.968 0.373
H -5.397 5.140 1.927
H -6.864 5.523 1.022
Cl 3.640 4.176 1.568
C 4.869 3.216 0.906
Cl 2.967 0.660 -0.221
H 5.128 2.316 1.435
H 5.112 3.382 -0.129
```

Atomic partial charges in e from the Löwdin method, atoms 1 to 99: Ti 0.83; C -0.04; O -0.28; C -0.19; C -0.10; C -0.05; C -0.12; C 0.01; C -0.16; C 0.02; C -0.12; C -0.05; C -0.10; C 0.04; C -0.15; C 0.03; C -0.12; C -0.05; C -0.12; C 0.01; C -0.17; C 0.02; C -0.12; C -0.05; C -0.12; C 0.03; C -0.15; C 0.04; C -0.55; C -0.05; C -0.06; C -0.04; C -0.25; O -0.17; C -0.56; C -0.07; C -0.05; C -0.05; C -0.19; O -0.28; C -0.04; C -0.56; C -0.07; C -0.05; C -0.04; C -0.25; O -0.19; C -0.56; C -0.07; C -0.05; C -0.05; H 0.11; H 0.06; H 0.09; H 0.11; H 0.13; H 0.11; H 0.10; H 0.11; H 0.13; H 0.10; H 0.12; H 0.12; H 0.13; H 0.11; H 0.10; H 0.12; H 0.13; H 0.12; H 0.10; H 0.09; H 0.08; H 0.08; H 0.09; H 0.09; H 0.07; H 0.08; H 0.08; H 0.09; H 0.09; H 0.08; H 0.09; H 0.09; H 0.08; H 0.08; H 0.09; H 0.08; H 0.08; H 0.11; H 0.09; H 0.09; H 0.09; H 0.08; H 0.09; H 0.09; H 0.08; H 0.08; H 0.08; H 0.08



(2)
Density functional theory data (the ωB97M-V functional and the def2-TZVPD basis) for a molecular structure, C47H61B2N9OReS2 in a non-equilibrium geometry.

Computed properties:
* maximum force: 0.0436 Eh/bohr
* spin multiplicity: 2
* charge: +2
* electronic energy: -90332.290 eV

```
123
C47H61B2N9OReS2 the ωB97M-V functional and the def2-TZVPD basis
Re 0.025 -0.738 -0.094
C 3.922 -1.790 1.184
N 3.271 -2.794 0.391
C 3.437 -4.149 0.439
C 2.709 -4.674 -0.586
N 2.119 -3.655 -1.272
B 1.678 -3.734 -2.762
N 0.174 -3.443 -3.039
C -0.222 -3.582 -4.332
C -1.553 -3.308 -4.417
N -1.973 -2.994 -3.165
C -3.324 -2.695 -2.776
C -0.900 -3.072 -2.338
S -1.057 -2.814 -0.635
C 2.458 -2.522 -0.653
S 2.098 -0.911 -1.146
H 4.456 -2.263 2.003
H 3.188 -1.081 1.578
H 4.628 -1.234 0.563
H 4.059 -4.623 1.169
H 2.588 -5.693 -0.892
H 2.293 -2.892 -3.335
H 1.883 -4.836 -3.133
H 0.472 -3.875 -5.091
H -2.208 -3.323 -5.264
H -3.850 -2.239 -3.611
H -3.311 -1.999 -1.937
H -3.854 -3.605 -2.486
C -3.810 -1.279 1.304
C -3.570 0.033 0.556
C -4.193 1.201 1.327
C -4.113 0.057 -0.851
C -5.390 -0.429 -1.098
C -5.976 -0.314 -2.344
C -5.267 0.266 -3.376
C -3.982 0.759 -3.183
C -3.263 1.339 -4.382
C -4.004 2.571 -4.921
C -3.120 0.279 -5.480
C -3.409 0.675 -1.899
N -2.152 1.297 -1.675
B -0.848 0.836 -1.205
N -0.003 2.001 -1.423
C -0.737 3.022 -1.904
C -2.032 2.598 -2.053
C 1.372 2.122 -1.086
C 1.692 2.435 0.251
C 3.030 2.473 0.615
C 4.021 2.213 -0.312
C 3.686 1.936 -1.622
C 2.360 1.882 -2.051
C 2.120 1.639 -3.533
C 1.133 0.534 -3.923
C 1.742 2.956 -4.224
C 0.614 2.790 1.259
C 0.199 4.257 1.089
C 1.046 2.574 2.710
H -3.408 -1.193 2.312
H -3.308 -2.107 0.809
H -4.867 -1.509 1.392
H -2.479 0.170 0.494
H -5.276 1.106 1.326
H -3.934 2.150 0.867
H -3.858 1.203 2.361
H -5.951 -0.882 -0.299
H -6.986 -0.658 -2.505
H -5.737 0.361 -4.342
H -2.249 1.648 -4.103
H -4.898 2.277 -5.462
H -3.358 3.121 -5.600
H -4.305 3.235 -4.113
H -4.092 -0.063 -5.826
H -2.549 -0.577 -5.119
H -2.598 0.708 -6.331
H -0.334 3.996 -2.111
H -2.873 3.175 -2.385
H 3.311 2.696 1.630
H 5.055 2.230 -0.004
H 4.476 1.734 -2.328
H 3.090 1.334 -3.941
H 0.123 0.716 -3.564
H 1.461 -0.431 -3.549
H 1.099 0.466 -5.007
H 0.700 3.205 -4.053
H 1.898 2.867 -5.295
H 2.365 3.767 -3.859
H -0.263 2.161 1.058
H 1.066 4.909 1.171
H -0.512 4.538 1.862
H -0.267 4.430 0.125
H 1.783 3.314 3.000
H 1.460 1.580 2.868
H 0.194 2.696 3.373
C 4.492 2.525 4.968
C 3.807 1.244 5.317
C 3.971 0.110 4.525
C 3.364 -1.088 4.851
C 2.566 -1.179 5.990
N 1.957 -2.383 6.381
C 1.525 -3.412 5.602
O 1.417 -4.546 5.981
N 1.204 -3.077 4.263
C 0.447 -2.016 3.837
C -0.144 -1.087 4.706
C -0.872 -0.048 4.170
C -0.991 0.077 2.795
N -0.450 -0.809 1.952
C 0.229 -1.842 2.468
C 2.411 -0.052 6.798
C 3.021 1.139 6.463
H 4.753 2.558 3.912
H 5.414 2.618 5.546
H 3.866 3.380 5.213
H 4.618 0.166 3.658
H 3.546 -1.964 4.245
H 1.998 -2.603 7.370
H 1.187 -3.904 3.679
H -0.070 -1.202 5.771
H -1.360 0.664 4.815
H -1.546 0.896 2.367
H 0.594 -2.599 1.779
H 1.815 -0.116 7.694
H 2.900 1.998 7.107
```

Atomic partial charges in e from the Löwdin method, atoms 1 to 99: Re 0.97; C -0.02; N -0.11; C 0.00; C -0.01; N 0.00; B -0.41; N 0.02; C -0.03; C -0.01; N -0.10; C -0.01; C -0.61; S 0.75; C -0.65; S 0.87; H 0.10; H 0.07; H 0.11; H 0.14; H 0.14; H 0.09; H 0.09; H 0.14; H 0.14; H 0.10; H 0.05; H 0.12; C -0.06; C -0.39; C -0.03; C -0.15; C -0.03; C -0.04; C -0.03; C -0.13; C -0.37; C -0.04; C -0.04; C -0.11; N 0.08; B -0.54; N 0.03; C -0.02; C 0.00; C -0.17; C -0.13; C -0.02; C -0.05; C -0.04; C -0.20; C -0.35; C -0.07; C -0.04; C -0.36; C -0.02; C -0.07; H 0.07; H 0.03; H 0.08; H 0.06; H 0.10; H 0.09; H 0.07; H 0.12; H 0.12; H 0.12; H 0.11; H 0.09; H 0.09; H 0.08; H 0.08; H 0.06; H 0.09; H 0.15; H 0.14; H 0.10; H 0.12; H 0.12; H 0.14; H 0.06; H 0.02; H 0.09; H 0.06; H 0.09; H 0.09; H 0.10; H 0.10; H 0.09; H 0.06; H 0.08; H 0.07; H 0.08; C -0.04; C -0.28; C -0.04; C -0.03; C -0.27; N 0.14